The following is a quantum chemistry calculation of 6 unconnected molecules or ions with the total composition C20H21Cl20FN2O3, from the OMol25 dataset.

Computed properties:
Gap between HOMO and LUMO (eV): 7.21
Highest occupied orbital energy (hartree): -0.3019

CARTESIAN COORDINATES (ANGSTROEM)
C1 -2.62849 -1.23290 1.62052
C2 -1.67724 -0.71234 0.73880
C3 -0.91791 -1.62208 -0.19076
C4 0.58922 -1.77754 0.17535
C5 1.01161 -2.93263 -0.65022
N1 1.38320 -3.78147 -1.34778
C6 0.72939 -2.11434 1.67512
C7 2.10693 -2.62335 2.12197
C8 3.13490 -1.60261 2.69475
C9 2.61983 -0.24579 3.20234
C10 3.67409 0.85170 2.91391
O1 4.44004 1.16612 4.06749
C11 4.86253 2.52238 3.98461
C12 1.45365 -0.58846 -0.29978
F1 2.78353 -0.82937 -0.13117
C13 1.28401 -0.48816 -1.78801
N2 1.19240 -0.31115 -2.93143
C14 1.10259 0.79675 0.29302
C15 0.55786 1.79584 -0.72858
O2 1.30544 2.55300 -1.27411
O3 -0.78834 1.79038 -1.04254
H1 -2.42958 -1.40444 2.67719
H2 -3.61311 -1.53055 1.25951
H3 -1.53740 0.36218 0.72051
H4 -1.33082 -2.61842 -0.04057
H5 -1.05818 -1.39469 -1.24759
H6 0.30631 -1.34138 2.30834
H7 0.04801 -2.95945 1.80601
H8 1.91830 -3.35885 2.90530
H9 2.61168 -3.19020 1.34183
H10 3.92180 -1.47470 1.95714
H11 3.62980 -2.08983 3.53500
H12 2.51671 -0.24542 4.28466
H13 1.71173 0.11644 2.73553
H14 4.31592 0.60718 2.06169
H15 3.12622 1.76248 2.62935
H16 5.75162 2.65691 4.59242
H17 4.03690 3.17788 4.27350
H18 5.13230 2.76987 2.95361
H19 2.04224 1.23447 0.62011
H20 0.47887 0.73563 1.17900
H21 -1.21717 2.29006 -0.33666
Cl1 2.37489 5.82798 0.35954
C16 0.87173 6.09865 -0.53024
Cl2 -0.48095 5.38537 0.37540
Cl3 0.59910 7.83542 -0.71535
Cl4 0.98215 5.33914 -2.11315
Cl5 -4.11228 -3.10128 -4.72113
C17 -3.45886 -2.45136 -3.21641
Cl6 -3.14710 -0.71928 -3.40114
Cl7 -4.63807 -2.70214 -1.92263
Cl8 -1.95112 -3.27474 -2.81067
Cl9 7.60608 6.95931 1.43643
C18 5.87319 7.28848 1.33276
Cl10 4.99901 6.16318 2.38856
Cl11 5.55435 8.94568 1.85423
Cl12 5.33291 7.08007 -0.33577
Cl13 -6.54432 -1.31066 -5.48975
C19 -7.82274 -1.74846 -6.62586
Cl14 -9.24607 -2.29359 -5.72763
Cl15 -8.24954 -0.34601 -7.61360
Cl16 -7.25202 -3.05498 -7.67173
Cl17 -5.92566 -5.70895 -0.85366
C20 -7.17495 -6.12802 -2.03433
Cl18 -8.62537 -6.67847 -1.18694
Cl19 -7.56600 -4.70668 -3.01159
Cl20 -6.57976 -7.41777 -3.08470